A 2-piece molecular cluster, C2H2BO5 overall at a distorted geometry, computed with wB97M-V/def2-TZVPD.

As for the energy above the lowest of the compared OMol25 structures with the same formula, charge and spin: 3.133 eV. The value obtained for the total energy is -478.54768 hartree. Its net charge is -1. The spin multiplicity is 1. Its LUMO energy (alpha / beta) is 3.55 / 3.55 eV. The gap between HOMO and LUMO (alpha / beta) is 5.33 / 5.32 eV.

Geometry as XYZ:
```
10
Properties=species:S:1:pos:R:3:forces:R:3
O 1.816 1.307 1.019 -0.306 -0.579 1.117
O -1.148 0.096 1.506 0.316 -0.250 -1.401
O 1.615 1.267 -1.250 -0.543 -0.684 -0.189
B -0.750 -0.331 0.116 -0.465 0.896 2.460
O -1.477 0.408 -0.812 -1.177 0.831 0.385
C -0.280 -1.693 -0.188 3.631 -3.108 -2.892
C 1.530 1.077 -0.091 0.537 0.838 -0.956
H -1.300 0.451 -1.738 0.681 -0.401 -0.430
H -0.530 -0.102 2.215 0.140 -0.130 -0.483
O 0.522 -2.481 -0.777 -2.814 2.587 2.389
```
Positions in Å, forces in eV/Å.